[1]
ORCA calculation (ωB97M-V/def2-TZVPD) on a cluster of 2 separate species, CH6N2O2S in total.

```
12
CH6N2O2S, DFT ωB97M-V/def2-TZVPD
C 0.0038 1.3799 0.3658
N 1.4885 -0.4281 -0.5827
N -0.7169 -1.4178 0.5457
O -2.3650 0.4436 0.4757
O -1.0603 0.1347 -1.5381
S -1.1256 0.0992 -0.1169
H 0.2576 1.9242 -0.5456
H 0.6402 1.5013 1.2779
H 2.4829 -0.3612 -0.4215
H 1.0742 -0.2227 -1.5061
H -0.9648 -1.4469 1.5054
H 0.2856 -1.6063 0.5405
```

## Properties
Total charge = 0
Frontier orbital gap (spin up / spin down) = 8.47 / 10.02 eV
Multiplicity = 1



[2]
ORCA calculation (ωB97M-V/def2-TZVPD) on a cluster of 2 separate species, CH6N2O2S in total.

```
12
CH6N2O2S, DFT ωB97M-V/def2-TZVPD
C 0.5274 0.8327 0.6156
N -1.2504 2.1533 -0.3101
N 0.4708 -1.3403 -1.0104
O 1.2473 -1.5509 1.4031
O -1.0583 -1.2598 0.9966
S 0.2736 -0.9362 0.6061
H 0.4130 1.2287 1.5836
H 1.0513 1.3354 -0.1999
H -1.9653 1.5398 0.0020
H -0.7729 1.7657 -1.2626
H 1.4105 -1.7532 -1.1494
H -0.3469 -2.0152 -1.2747
```

## Properties
Total charge = 0
Frontier orbital gap (spin up / spin down) = 9.94 / 9.34 eV
Multiplicity = 1



[3]
ORCA calculation (ωB97M-V/def2-TZVPD) on an isolated molecule of CH6N2O2S.

```
12
CH6N2O2S, DFT ωB97M-V/def2-TZVPD
C -0.9905 0.6128 -0.1173
N -2.3745 0.6638 0.3133
N 1.9390 -1.3568 -0.2875
O 1.9586 1.0644 -0.2197
O -0.0526 0.0145 0.8533
S 1.6832 -0.0058 0.6884
H -2.3606 0.7198 1.3062
H -0.7636 0.1429 -1.1241
H -0.7213 1.6543 -0.2125
H -2.9991 -0.0310 -0.0875
H 2.5827 -1.1612 -1.1268
H 2.0988 -2.3178 0.0144
```

## Properties
Total charge = 0
Frontier orbital gap (spin up / spin down) = 5.60 / 6.33 eV
Multiplicity = 3



[4]
ORCA calculation (ωB97M-V/def2-TZVPD) on the ion CH6N2OP with charge +1.

```
11
CH6N2OP, DFT ωB97M-V/def2-TZVPD
N 1.6711 1.0881 0.3029
P 0.4656 0.0262 -0.1804
O 1.0779 -1.3969 0.0492
C -1.1695 -0.2134 0.7167
N -2.2119 -0.2768 -0.0121
H 1.3954 2.0172 0.6033
H 2.4830 1.1000 -0.3104
H 0.4209 -0.0400 -1.5678
H 1.2559 -1.6555 0.9615
H -2.3120 -0.0727 -1.0059
H -3.0765 -0.5764 0.4430
```

## Properties
Total charge = +1
Frontier orbital gap = 9.30 eV
SMILES = N[P@@H](O)=C=[NH2+]
Multiplicity = 1



[5]
ORCA calculation (ωB97M-V/def2-TZVPD) on a cluster of 2 separate species, CH6N2S in total.

```
10
CH6N2S, DFT ωB97M-V/def2-TZVPD
H -1.7660 0.7730 0.3266
N -0.9705 0.2048 0.0458
C -1.0978 -1.0137 0.3798
N -2.0406 -1.5720 1.1967
H -0.3793 -1.7642 0.0678
H -1.8245 -2.4530 1.6256
H -2.7168 -0.9855 1.6560
S 2.0270 1.0583 -0.8909
H 2.3570 2.1616 -0.2361
H 0.7014 0.7963 -0.7064
```

## Properties
Total charge = 0
Frontier orbital gap = 9.60 eV
SMILES = [H]/N=C\N.S
Multiplicity = 1



[6]
ORCA calculation (ωB97M-V/def2-TZVPD) on a cluster of 2 separate species, CH6N2S2 in total.

```
11
CH6N2S2, DFT ωB97M-V/def2-TZVPD
H -3.8349 -2.8415 2.9606
N -3.9429 -1.9310 2.6291
C -2.8139 -1.3518 2.5969
N -2.6210 -0.1424 1.8471
H -1.8815 -1.7482 3.0318
H -1.6162 0.0588 1.8609
H -3.1411 0.7410 1.6863
S 6.1189 1.2917 -4.0581
S 4.7625 2.9556 -3.8392
H 5.0214 0.5436 -3.9550
H 3.9485 2.4242 -4.7605
```

## Properties
Total charge = 0
Frontier orbital gap = 9.03 eV
SMILES = [H]/N=C/N.SS
Multiplicity = 1



[7]
ORCA calculation (ωB97M-V/def2-TZVPD) on a cluster of 2 separate species, CH6N2S2 in total.

```
11
CH6N2S2, DFT ωB97M-V/def2-TZVPD
H 2.2446 1.6945 0.7114
N 1.7495 0.8248 0.9106
C 1.7671 0.1091 -0.1317
N 0.7685 -0.9049 -0.3290
H 2.3239 0.3031 -1.0472
H 0.6112 -1.1300 0.6516
H -0.0467 -0.5215 -0.7884
S -2.3779 1.0841 0.2433
S -3.0284 -0.6251 -0.7930
H -1.0906 0.7652 0.4467
H -2.9213 -1.5994 0.1256
```

## Properties
Total charge = 0
Frontier orbital gap = 9.60 eV
SMILES = [H]/N=C/N.SS
Multiplicity = 1



[8]
ORCA calculation (ωB97M-V/def2-TZVPD) on the ion CH6N3 with charge +1.

```
10
CH6N3, DFT ωB97M-V/def2-TZVPD
N 1.8323 0.1639 -0.0204
N 0.5391 -0.2960 0.0139
C -0.5630 0.3774 0.0672
N -1.8015 -0.0568 0.0392
H 2.1857 0.2167 0.9154
H 2.4568 -0.2439 -0.7162
H 0.2762 -1.3846 0.1307
H -0.4960 1.4984 0.0281
H -1.9884 -0.9772 -0.3291
H -2.4413 0.7022 -0.1289
```

## Properties
Total charge = +1
Frontier orbital gap = 11.47 eV
SMILES = NNC=[NH2+]
Multiplicity = 1